1.
{"formula": "C9H26MnNO14S3", "method": "the ωB97M-V functional and the def2-TZVPD basis", "charge": -1, "gap_ev": [5.9, 6.7], "lumo_energy_ev": [2.40, 2.39], "de_lowest_kj_mol": 254.4, "multiplicity": 6, "homo_ev": [-3.4891, -4.2730], "elements": ["Mn", "S", "S", "S", "O", "O", "O", "O", "O", "O", "O", "O", "O", "O", "O", "O", "O", "O", "N", "C", "C", "C", "C", "C", "C", "C", "C", "C", "H", "H", "H", "H", "H", "H", "H", "H", "H", "H", "H", "H", "H", "H", "H", "H", "H", "H", "H", "H", "H", "H", "H", "H", "H", "H"], "coordinates": [[7.5079, -0.5066, 18.4402], [4.0408, 0.0340, 19.1878], [10.4908, 0.3394, 17.0990], [7.4101, -3.2691, 16.2201], [7.0696, 0.5644, 16.8325], [3.0869, -1.0575, 18.8830], [5.4960, -0.1336, 19.0088], [12.1320, 0.1985, 17.3814], [8.2120, 0.8801, 20.0298], [9.6599, -0.4159, 18.0676], [8.0287, -4.5735, 16.2962], [8.9395, 0.1780, 21.8456], [5.8244, -3.5049, 15.8358], [10.2277, 0.1667, 15.6704], [9.8834, 1.9094, 20.8504], [7.4849, -1.8723, 19.9761], [7.4530, -2.2136, 17.2252], [3.5332, 1.3529, 18.2548], [9.0243, 1.0364, 20.9664], [3.6900, 0.8275, 20.8974], [3.1037, 2.4927, 16.2550], [3.4714, 1.1043, 16.8504], [7.9599, -2.4937, 14.6045], [13.6760, 1.0931, 19.0822], [4.8943, -2.4850, 15.9814], [3.6005, -2.7021, 15.1734], [10.2700, 2.1036, 17.5684], [12.5189, 0.1331, 18.7789], [2.2111, 2.7881, 16.8065], [12.9492, -0.8605, 18.9044], [7.7150, -2.7349, 19.5792], [14.5902, 0.8109, 18.5601], [10.6927, 2.3259, 18.5482], [7.0025, 1.0508, 15.9879], [5.3752, -1.5323, 15.7596], [7.3222, -1.6131, 14.5274], [7.7940, -3.1451, 13.7465], [4.4736, 1.5085, 21.2296], [9.0129, -2.2401, 14.7272], [3.0734, -3.6421, 15.3367], [4.6760, -2.2900, 17.0313], [3.8924, 3.2202, 16.4471], [3.6473, 0.0486, 21.6587], [10.7810, 2.6704, 16.7901], [2.8218, 2.4320, 15.2039], [2.8549, -1.9173, 15.3003], [13.9115, 1.0973, 20.1464], [2.6144, 0.5046, 16.5438], [4.4094, 0.6995, 16.4704], [9.2059, 2.3323, 17.6271], [13.3757, 2.1176, 18.8623], [2.7354, 1.3459, 20.8079], [11.6564, 0.1952, 19.4425], [3.8302, -2.7127, 14.1079]], "lowdin_spin": [4.62, 0.01, 0.01, 0.01, 0.08, 0.00, 0.03, 0.01, 0.03, 0.03, 0.01, 0.01, 0.00, 0.00, 0.01, 0.07, 0.04, 0.00, 0.01, 0.01, 0.00, 0.00, 0.00, 0.00, 0.00, 0.00, 0.00, 0.00, 0.00, 0.00, 0.01, 0.00, 0.00, 0.01, 0.00, 0.00, 0.00, 0.00, 0.00, 0.00, 0.00, 0.00, 0.00, 0.00, 0.00, 0.00, 0.00, 0.00, 0.00, 0.00, 0.00, 0.00, 0.00, 0.00]}

2.
{"formula": "C5H12N6OSSn", "method": "the ωB97M-V functional and the def2-TZVPD basis", "charge": 2, "gap_ev": 9.1, "lumo_energy_ev": -7.06, "homo_ev": -16.1402, "elements": ["Sn", "S", "O", "N", "N", "N", "N", "N", "N", "C", "C", "C", "C", "C", "H", "H", "H", "H", "H", "H", "H", "H", "H", "H", "H", "H"], "coordinates": [[-0.4507, 1.8188, -0.4129], [-0.2812, 1.1539, 2.0381], [-1.8701, -0.0038, -0.9606], [-0.5732, 3.7753, 2.6355], [-0.5913, 4.0878, 1.2736], [-0.3896, 2.3083, 4.3822], [0.3172, -0.5073, -1.1500], [2.3561, -1.5992, -1.5856], [0.2550, -2.5861, -1.9733], [0.6622, -3.8513, -2.5481], [-1.1338, -2.1891, -1.8617], [-0.4273, 2.5257, 3.0830], [1.0358, -1.5855, -1.5782], [-0.9847, -0.8094, -1.2874], [0.2415, 4.6330, 1.0370], [0.7964, -3.7687, -3.6287], [2.8679, -0.8053, -1.2380], [-1.7086, -2.8443, -1.2001], [-0.4655, 3.0430, 5.0721], [-1.3985, 4.6790, 1.0693], [-0.1081, -4.5914, -2.3441], [-1.6363, -2.1732, -2.8350], [1.5856, -4.2064, -2.0939], [-0.6856, 4.5304, 3.3077], [2.8742, -2.3959, -1.9200], [-0.2875, 1.3616, 4.7192]], "lowdin_charge": [1.22, 0.60, -0.12, -0.05, -0.04, 0.16, 0.05, 0.25, -0.07, 0.02, 0.00, -0.75, -0.36, -0.52, 0.12, 0.11, 0.14, 0.16, 0.15, 0.12, 0.11, 0.17, 0.10, 0.18, 0.13, 0.13]}

3.
{"formula": "C2H2Cl2O2S", "method": "the ωB97M-V functional and the def2-TZVPD basis", "charge": 0, "gap_ev": [8.6, 8.7], "lumo_energy_ev": [-1.01, -1.60], "de_lowest_kj_mol": 520.7, "homo_ev": [-9.5857, -10.3245], "elements": ["Cl", "Cl", "S", "O", "O", "C", "C", "H", "H"], "coordinates": [[-1.4276, 0.1408, 2.2828], [0.8661, -1.8074, 0.7367], [0.0714, 0.8911, 1.1027], [-0.4307, 2.0456, 0.4403], [1.2299, 0.9733, 1.9297], [0.3158, -0.4463, 0.0018], [-0.2079, -0.6038, -1.8928], [-0.5098, 0.3354, -2.2851], [0.0928, -1.5287, -2.3160]], "lowdin_charge": [0.37, 0.71, 0.22, -0.33, -0.35, -0.81, 0.19, 0.00, 0.00]}

4.
{"formula": "C21H60O15", "method": "the ωB97M-V functional and the def2-TZVPD basis", "charge": 0, "gap_ev": 9.9, "lumo_energy_ev": 0.34, "de_lowest_kj_mol": 198.5, "smiles": "CC(C)O.CC(C)O.CC(C)O.OCCO.OCCO.OCCO.OCCO.OCCO.OCCO", "homo_ev": -9.5366, "elements": ["O", "O", "O", "O", "O", "O", "O", "O", "O", "O", "O", "O", "O", "O", "O", "C", "C", "C", "C", "C", "C", "C", "C", "C", "C", "C", "C", "C", "C", "C", "C", "C", "C", "C", "C", "C", "H", "H", "H", "H", "H", "H", "H", "H", "H", "H", "H", "H", "H", "H", "H", "H", "H", "H", "H", "H", "H", "H", "H", "H", "H", "H", "H", "H", "H", "H", "H", "H", "H", "H", "H", "H", "H", "H", "H", "H", "H", "H", "H", "H", "H", "H", "H", "H", "H", "H", "H", "H", "H", "H", "H", "H", "H", "H", "H", "H"], "coordinates": [[-7.7310, 10.9549, 16.4385], [-3.9876, 12.0032, 17.8397], [-3.2231, 15.7163, 12.8484], [-0.4558, 14.3634, 14.0576], [-5.2643, 6.6171, 18.5785], [-1.0656, 12.7894, 21.0284], [-6.1800, 12.0255, 19.5686], [-4.1946, 17.2155, 17.4765], [-3.8297, 10.0513, 12.4923], [-8.4815, 10.4928, 18.9735], [-1.7162, 11.0478, 19.1022], [-5.3150, 14.5023, 18.3605], [-2.1825, 15.0486, 17.7471], [-4.6062, 12.8595, 11.4517], [-2.4425, 13.1690, 15.7692], [-1.8984, 16.2873, 17.2021], [-0.8173, 14.7766, 12.7847], [-3.9864, 11.4709, 16.5154], [-6.4113, 11.5897, 10.6374], [-6.2725, 12.3003, 13.0598], [-3.8776, 6.6412, 18.8300], [-8.0527, 9.6194, 16.8717], [-5.9142, 12.5896, 11.6244], [-3.2741, 5.2306, 19.2288], [-1.8361, 9.6929, 11.1464], [-1.7076, 10.7068, 13.4889], [-6.3665, 14.4042, 19.3006], [-1.7943, 15.9722, 12.7560], [-0.5499, 13.0583, 19.7366], [-7.7221, 9.4516, 18.3167], [-0.5116, 11.7320, 18.9271], [-3.5356, 7.6446, 19.9629], [-3.7100, 12.5967, 15.4520], [-2.4466, 9.7016, 12.5747], [-6.0750, 13.1965, 20.3290], [-3.1185, 16.8915, 16.5345], [-5.0994, 13.5783, 18.0771], [-9.1284, 9.5205, 16.5681], [-1.1022, 16.1261, 16.4816], [-2.4248, 8.6301, 12.9612], [-3.6656, 8.6567, 19.6105], [0.1070, 15.2114, 12.4001], [-2.0968, 10.6863, 10.5900], [-6.4342, 13.5501, 11.3908], [-5.6149, 12.0491, 18.7487], [-7.3300, 12.2056, 13.1595], [0.2114, 11.0166, 19.1911], [-0.3808, 13.0730, 21.6890], [-7.2783, 14.2271, 18.7481], [-0.7297, 9.5836, 11.2980], [-4.0419, 12.0944, 11.5315], [-4.4311, 9.3075, 12.6511], [-2.8668, 15.0888, 18.4247], [-6.7044, 13.2127, 21.2442], [-0.4312, 12.0192, 17.8882], [-1.1701, 13.7545, 19.2456], [-7.8781, 11.0650, 19.4433], [-2.4486, 7.4885, 20.3064], [-3.5869, 4.5076, 18.4912], [-3.2147, 10.6717, 16.4269], [-5.9334, 13.1744, 13.6873], [-1.5730, 16.5866, 11.8908], [-4.9469, 16.6058, 17.4167], [-1.2769, 13.9340, 14.4340], [-0.7058, 10.2716, 13.5478], [-3.2485, 11.5645, 18.3332], [-7.4651, 8.9835, 16.1507], [-1.3749, 16.5773, 13.5667], [-3.7746, 4.9965, 20.1791], [-1.2110, 13.9929, 12.1611], [-5.0441, 13.4029, 20.6956], [-3.7441, 12.2011, 14.4648], [-5.8372, 10.7036, 10.8990], [-4.2490, 7.4698, 20.7574], [-7.5074, 11.4922, 10.7323], [-1.5181, 11.6206, 12.9663], [-2.5001, 13.7342, 16.5189], [-3.3704, 7.0076, 17.9323], [-2.2255, 5.4113, 19.1532], [-8.0137, 11.5203, 17.0823], [-3.3718, 14.9132, 12.3190], [-6.4182, 15.3884, 19.7677], [-8.0771, 8.5402, 18.8091], [-2.2154, 8.8294, 10.6264], [-1.8843, 10.9420, 20.0293], [-4.9361, 11.0515, 16.3463], [-2.0990, 10.9097, 14.5675], [-3.4296, 16.2507, 15.7609], [-6.6897, 9.6422, 18.4819], [-4.5489, 13.2762, 15.5200], [-5.8199, 11.3812, 13.3719], [0.4388, 13.4251, 19.8057], [-6.1036, 11.9983, 9.6652], [-1.5193, 17.0786, 17.9292], [-2.7813, 17.8368, 16.1939], [-5.6273, 6.2812, 19.4508]], "lowdin_charge": [-0.07, -0.11, -0.07, -0.08, -0.07, -0.07, -0.11, -0.07, -0.09, -0.09, -0.08, -0.10, -0.08, -0.03, -0.07, -0.24, -0.28, -0.17, -0.05, -0.04, -0.50, -0.22, -0.59, -0.04, -0.06, -0.04, -0.20, -0.22, -0.20, -0.21, -0.19, -0.06, -0.19, -0.47, -0.20, -0.20, 0.06, 0.13, 0.12, 0.15, 0.05, 0.12, 0.11, 0.15, 0.07, 0.07, 0.10, 0.12, 0.11, 0.09, 0.06, 0.10, 0.10, 0.13, 0.12, 0.08, 0.04, 0.11, 0.07, 0.13, 0.10, 0.10, 0.06, 0.07, 0.08, 0.08, 0.13, 0.11, 0.08, 0.10, 0.12, 0.07, 0.07, 0.07, 0.09, 0.06, 0.02, 0.13, 0.06, 0.01, 0.06, 0.12, 0.12, 0.06, 0.08, 0.09, 0.09, 0.10, 0.10, 0.11, 0.06, 0.11, 0.09, 0.14, 0.11, 0.12]}

5.
{"formula": "C6H28O8", "method": "the ωB97M-V functional and the def2-TZVPD basis", "charge": 0, "gap_ev": 9.3, "lumo_energy_ev": -0.13, "de_lowest_kj_mol": 187.9, "smiles": "CCO.CCO.CCO.O.O.O.O.O", "homo_ev": -9.4522, "elements": ["O", "O", "O", "O", "O", "O", "O", "O", "C", "C", "C", "C", "C", "C", "H", "H", "H", "H", "H", "H", "H", "H", "H", "H", "H", "H", "H", "H", "H", "H", "H", "H", "H", "H", "H", "H", "H", "H", "H", "H", "H", "H"], "coordinates": [[-0.3270, -0.8446, -3.2404], [0.6946, 1.3698, -2.0917], [-2.8261, 1.6533, -2.1706], [-1.2418, -0.1037, -0.4669], [-2.2898, 0.0096, 2.2602], [4.0730, -1.2138, 0.2996], [-1.9054, -2.7433, 0.1918], [-2.0933, 4.2715, -0.9652], [2.2641, 2.4288, -0.5968], [3.2100, -2.3229, 0.3269], [-1.4872, -0.8118, 3.1201], [2.0814, 1.5527, -1.8299], [1.7538, -1.9377, 0.5029], [-1.9211, -0.5659, 4.5372], [-2.7837, -2.6942, 0.5799], [1.1342, -2.8324, 0.6188], [-0.3193, -0.1728, -0.7361], [-3.0016, -0.5645, 4.6684], [0.1160, -0.9651, -4.0875], [-0.4445, -0.5466, 2.9336], [0.5298, 0.5368, -2.5584], [-2.1804, 1.5121, -2.8733], [4.2776, -0.9654, -0.6028], [-1.5388, -1.3790, 5.1760], [-3.5709, 2.0899, -2.5939], [-2.1517, 3.3105, -1.0483], [-2.9390, 4.5375, -0.5945], [-1.5355, 0.7242, -0.8691], [2.6011, 2.0268, -2.6673], [-0.6523, -1.7189, -3.0011], [2.2369, 3.4865, -0.8580], [-1.6650, -1.8594, 2.8604], [1.5618, 2.1966, 0.1964], [1.3906, -1.4095, -0.3802], [-1.8836, 0.0625, 1.3854], [2.5362, 0.5779, -1.6178], [-1.8717, -1.9921, -0.4199], [3.2920, -2.8677, -0.6303], [-1.5239, 0.3297, 5.0209], [1.5886, -1.3486, 1.4054], [3.5271, -3.0793, 1.0468], [3.2849, 2.2629, -0.2311]], "lowdin_charge": [-0.03, -0.11, -0.04, -0.05, -0.10, -0.07, -0.07, -0.07, -0.07, -0.33, -0.32, -0.30, -0.08, -0.10, 0.04, 0.08, 0.02, 0.07, 0.07, 0.11, 0.01, 0.05, 0.07, 0.07, 0.06, -0.01, 0.03, 0.03, 0.11, 0.07, 0.07, 0.10, 0.08, 0.05, 0.03, 0.09, 0.00, 0.11, 0.07, 0.08, 0.11, 0.07]}

6.
{"formula": "C6H10O", "method": "the ωB97M-V functional and the def2-TZVPD basis", "charge": 0, "gap_ev": 10.3, "lumo_energy_ev": 0.84, "de_lowest_kj_mol": 251.7, "homo_ev": -9.4846, "elements": ["O", "C", "C", "C", "C", "C", "C", "H", "H", "H", "H", "H", "H", "H", "H", "H", "H"], "coordinates": [[2.6335, -0.3384, -0.2663], [-0.5632, 0.1161, -0.0264], [1.2840, -0.1304, -0.0410], [0.2324, -1.1387, 0.4105], [-2.0844, 0.1284, -0.0094], [0.3589, 0.2814, -1.2152], [0.5936, 0.9633, 0.7866], [0.2166, -0.4175, -2.0385], [0.1064, -2.0161, -0.2278], [3.0731, -0.5048, 0.5751], [-2.5112, 1.0951, -0.2901], [-0.0045, 0.8444, 1.6636], [0.4510, 1.3225, -1.5420], [0.2357, -1.4016, 1.4786], [-2.4355, -0.6111, -0.7457], [0.9363, 1.9797, 0.5336], [-2.5227, -0.1723, 0.9545]], "lowdin_charge": [0.04, -0.41, -0.50, -0.05, -0.03, -0.06, 0.00, 0.11, 0.12, 0.10, 0.07, 0.09, 0.12, 0.12, 0.08, 0.11, 0.08]}